Density functional theory data (ωB97M-V/def2-TZVPD) for a molecular structure, C12H17Cl2N3O2Ti in a non-equilibrium geometry.

As for the total charge: -2. For the HOMO energy (spin up / spin down), the calculation gives 0.6 / 0.6 eV. The energy above the lowest of the compared OMol25 structures with the same formula, charge and spin is 2.002 eV. The total energy comes out at -2552.07152 Ha.

```
37
C12H17Cl2N3O2Ti, DFT ωB97M-V/def2-TZVPD
C 1.666 0.696 0.781
C 0.895 0.824 1.955
C -0.451 1.188 1.595
C 1.395 0.659 3.349
C -0.520 1.373 0.196
C 0.788 1.026 -0.344
C 1.273 1.534 -1.609
C 3.064 0.167 0.632
C -1.607 1.210 2.520
C -1.533 2.230 -0.472
Ti -0.372 -1.191 -1.314
Cl -0.032 -2.011 0.830
Cl 1.319 -2.313 -2.254
O -1.323 -0.101 -2.420
H 2.213 -0.077 3.359
H 0.578 0.274 3.973
H 1.754 1.587 3.834
H -1.696 0.250 3.064
H -2.530 1.340 1.937
H -1.516 2.033 3.249
H -2.535 1.935 -0.096
H -1.473 2.080 -1.566
H -1.317 3.285 -0.181
H 0.481 1.808 -2.316
H 1.965 0.673 -2.248
H 1.918 2.404 -1.437
H 3.132 -0.789 1.193
H 3.795 0.897 1.041
H 3.264 -0.022 -0.447
H -1.916 -0.364 -3.091
O 1.733 0.382 -3.290
H 1.957 -0.555 -3.627
N -1.777 -2.559 -1.394
C -2.592 -3.403 -1.204
N -3.451 -4.318 -0.913
C -3.325 -5.535 -1.425
N -3.225 -6.617 -1.863
```



Density functional theory data (ωB97M-V/def2-TZVPD) for 2 unconnected molecules or ions with the total composition C4H8O2 in a non-equilibrium geometry.

As for the total charge: 0. For the HOMO energy, the calculation gives -9.9 eV. The energy above the lowest of the compared OMol25 structures with the same formula, charge and spin is 2.242 eV. The total energy comes out at -307.63003 Ha.

```
14
C4H8O2, DFT ωB97M-V/def2-TZVPD
C -1.938 -0.689 0.382
C -1.063 0.529 0.337
O -1.052 1.233 -0.629
H -1.536 -1.618 0.795
H -2.879 -0.430 0.883
H -2.207 -0.897 -0.646
H -0.717 0.853 1.342
C 1.733 0.550 0.735
C 1.418 -0.708 -0.001
O 0.934 -0.874 -1.077
H 1.454 0.573 1.783
H 2.834 0.334 0.693
H 1.540 1.460 0.167
H 1.630 -1.534 0.737
```



Q: Which of these has the lowest total charge?
A: C12H17Cl2N3O2Ti



Repeat the second record exactly.
Density functional theory data (ωB97M-V/def2-TZVPD) for 2 unconnected molecules or ions with the total composition C4H8O2 in a non-equilibrium geometry.

As for the total charge: 0. For the HOMO energy, the calculation gives -9.9 eV. The energy above the lowest of the compared OMol25 structures with the same formula, charge and spin is 2.242 eV. The total energy comes out at -307.63003 Ha.

```
14
C4H8O2, DFT ωB97M-V/def2-TZVPD
C -1.938 -0.689 0.382
C -1.063 0.529 0.337
O -1.052 1.233 -0.629
H -1.536 -1.618 0.795
H -2.879 -0.430 0.883
H -2.207 -0.897 -0.646
H -0.717 0.853 1.342
C 1.733 0.550 0.735
C 1.418 -0.708 -0.001
O 0.934 -0.874 -1.077
H 1.454 0.573 1.783
H 2.834 0.334 0.693
H 1.540 1.460 0.167
H 1.630 -1.534 0.737
```